ORCA calculation (the ωB97M-V functional and the def2-TZVPD basis) on a cluster of 6 separate species, C24H42N2O22S5 in total.

The value obtained for the frontier orbital gap is 0.3736 Ha. The value obtained for the molar mass is 870.93 u. As for the SMILES: CC(=O)OCCCCCCCC[C@@H](C#N)CC#N.O=S1(=O)OCCO1.O=S1(=O)OCCO1.O=S1(=O)OCCO1.O=S1(=O)OCCO1.O=S1(=O)OCCO1. As for the LUMO energy: 0.006 hartree.

```
95
Properties=species:S:1:pos:R:3:mulliken_charge:R:1
C -5.831 0.419 -0.547 -0.67
C -5.420 -1.019 -0.605 0.86
O -5.367 -1.618 -1.652 -0.59
O -5.089 -1.582 0.584 -0.38
C -3.780 -2.180 0.640 -0.75
C -2.903 -1.487 1.675 -0.77
C -2.901 0.024 1.488 -0.27
C -1.722 0.744 2.140 -0.93
C -1.573 2.144 1.530 -0.16
C -0.318 2.908 1.969 -1.24
C 1.020 2.226 1.627 -0.35
C 1.560 2.567 0.236 -0.74
C 0.894 1.827 -0.957 0.53
C 0.380 0.503 -0.629 -0.18
N -0.034 -0.531 -0.366 -0.51
C -0.183 2.729 -1.653 -0.52
C -1.246 1.980 -2.312 -0.06
N -2.166 1.460 -2.762 -0.48
H -6.543 0.621 -1.342 0.16
H -6.281 0.697 0.404 0.35
H -4.960 1.052 -0.711 0.08
H -3.293 -2.076 -0.331 0.39
H -3.864 -3.245 0.849 0.43
H -3.280 -1.751 2.667 0.35
H -1.903 -1.911 1.588 0.34
H -3.859 0.438 1.798 0.48
H -2.831 0.209 0.409 0.04
H -0.814 0.157 2.058 0.47
H -1.966 0.904 3.195 0.42
H -2.446 2.702 1.883 0.53
H -1.679 2.081 0.446 -0.23
H -0.407 3.108 3.036 0.51
H -0.316 3.869 1.446 0.35
H 0.992 1.153 1.813 0.47
H 1.744 2.615 2.336 0.23
H 1.457 3.632 0.030 0.27
H 2.615 2.305 0.219 0.22
H 1.669 1.658 -1.706 0.59
H 0.339 3.304 -2.415 0.51
H -0.619 3.381 -0.903 0.28
O -10.764 1.720 -5.154 -0.56
S -9.797 1.302 -4.202 1.12
O -9.472 2.102 -3.079 -0.54
O -8.459 0.905 -4.984 -0.31
C -8.093 -0.456 -4.683 -0.08
C -9.410 -1.142 -4.400 -0.22
O -10.172 -0.160 -3.681 -0.30
H -7.437 -0.452 -3.811 0.11
H -7.567 -0.897 -5.525 0.29
H -9.295 -2.040 -3.800 0.36
H -9.945 -1.387 -5.320 0.13
O 3.529 3.935 2.082 -0.52
S 4.894 3.542 2.081 1.20
O 5.470 2.926 0.941 -0.62
O 5.154 2.641 3.369 -0.29
C 6.210 3.204 4.170 -0.19
C 6.123 4.691 3.905 -0.37
O 5.809 4.779 2.505 -0.34
H 7.159 2.788 3.834 0.23
H 6.058 2.951 5.215 0.29
H 7.054 5.210 4.111 0.32
H 5.313 5.156 4.470 0.28
O 9.772 -0.539 6.299 -0.58
S 9.280 0.143 5.158 1.11
O 8.718 1.444 5.268 -0.48
O 8.250 -0.814 4.402 -0.32
C 8.661 -1.013 3.038 -0.29
C 10.169 -0.887 3.078 -0.23
O 10.400 0.177 4.026 -0.31
H 8.207 -0.234 2.423 0.26
H 8.332 -1.987 2.690 0.31
H 10.595 -0.628 2.120 0.35
H 10.637 -1.792 3.456 0.21
O 12.937 -3.710 -0.438 -0.55
S 12.734 -3.329 0.910 1.03
O 11.668 -2.464 1.281 -0.45
O 14.105 -2.752 1.489 -0.31
C 14.505 -3.485 2.657 -0.29
C 13.934 -4.871 2.441 -0.31
O 12.655 -4.629 1.834 -0.31
H 14.070 -3.003 3.534 0.27
H 15.588 -3.483 2.740 0.31
H 13.806 -5.424 3.366 0.31
H 14.541 -5.454 1.746 0.28
O -11.770 -4.070 -4.789 -0.52
S -12.618 -3.977 -5.922 1.10
O -12.929 -5.103 -6.720 -0.54
O -12.063 -2.797 -6.856 -0.31
C -13.078 -1.803 -7.063 -0.32
C -13.922 -1.864 -5.807 -0.26
O -13.984 -3.264 -5.493 -0.31
H -13.654 -2.076 -7.949 0.30
H -12.617 -0.830 -7.211 0.32
H -14.924 -1.474 -5.952 0.30
H -13.442 -1.343 -4.976 0.25
```

---

ORCA calculation (the ωB97M-V functional and the def2-TZVPD basis) on a cluster of 2 separate species, C5H13NO in total.

The value obtained for the frontier orbital gap is 0.3230 Ha. The value obtained for the molar mass is 103.16 u. The calculation puts the energy above the lowest of the compared OMol25 structures with the same formula, charge and spin at 34.3 kcal per mole. As for the SMILES: CN1CCCC1.O. As for the LUMO energy: 0.033 hartree.

```
20
Properties=species:S:1:pos:R:3:mulliken_charge:R:1
C -0.379 -0.462 2.063 -1.06
N -1.096 -0.328 0.795 -0.06
C -2.037 0.820 0.571 -0.55
C -1.469 1.552 -0.644 -0.64
C -0.684 0.493 -1.479 -0.52
C -0.205 -0.468 -0.353 -0.69
H -1.045 -0.470 2.940 0.34
H 0.073 -1.461 2.065 0.37
H 0.355 0.321 2.290 0.38
H -2.035 1.447 1.461 0.34
H -2.974 0.305 0.421 0.25
H -2.256 2.061 -1.179 0.40
H -0.695 2.250 -0.347 0.27
H -1.504 0.076 -2.085 0.25
H 0.079 0.973 -2.103 0.34
H 0.823 -0.305 -0.066 0.35
H -0.220 -1.491 -0.754 0.24
O 4.711 -1.702 -1.068 -0.63
H 5.537 -1.679 -0.572 0.32
H 5.021 -1.931 -1.954 0.32
```

---

ORCA calculation (the ωB97M-V functional and the def2-TZVPD basis) on a cluster of 4 separate species, C38H72N7O5 in total.

The value obtained for the frontier orbital gap is 0.2619 Ha. The value obtained for the molar mass is 707.04 u. The total charge is +1. As for the LUMO energy: -0.094 hartree.

```
122
Properties=species:S:1:pos:R:3:mulliken_charge:R:1
C 5.552 2.917 -1.206 -0.65
O 4.873 3.736 -0.274 -0.52
C 4.015 3.029 0.610 -0.71
C 2.555 3.388 0.305 -0.88
C 1.898 2.235 -0.459 -0.19
C 0.566 2.603 -1.110 1.25
C -0.558 2.926 -0.118 -1.74
N -1.157 1.729 0.468 0.78
C -0.456 1.130 1.641 -0.87
C -0.007 -0.327 1.447 -0.85
N -0.796 -1.295 2.243 -0.57
C -2.232 1.218 0.005 -1.51
N -2.898 0.120 0.573 0.51
C -4.205 0.797 0.727 -0.25
C -5.343 -0.041 1.266 -1.12
O -5.635 0.292 2.608 -0.43
C -4.593 -0.053 3.493 -0.65
C -4.367 1.395 -0.715 -0.03
C -5.351 2.537 -0.825 0.05
C -6.080 3.017 0.266 -0.58
C -6.958 4.088 0.091 -0.99
C -7.128 4.691 -1.153 -0.50
C -6.402 4.219 -2.247 -0.83
C -5.537 3.143 -2.073 -0.13
N -2.978 1.674 -1.109 1.00
C -2.505 1.016 -2.378 -0.86
C -1.992 2.035 -3.386 -0.79
C -1.461 1.404 -4.702 0.28
C -2.201 0.130 -5.089 -1.80
C 0.085 1.264 -4.697 -0.86
C 0.641 -0.116 -4.253 -0.63
C 1.765 -0.059 -3.238 0.16
C 3.076 -0.261 -3.495 0.35
C 3.845 0.413 -4.604 -1.68
C 3.828 -1.188 -2.577 -1.19
H 4.931 2.748 -2.092 0.20
H 6.459 3.428 -1.517 0.34
H 5.829 1.951 -0.782 0.28
H 4.264 3.281 1.635 0.29
H 4.099 1.952 0.480 0.49
H 2.460 4.296 -0.288 0.42
H 1.998 3.524 1.236 0.39
H 2.576 1.939 -1.261 0.34
H 1.767 1.347 0.164 0.02
H 0.224 1.866 -1.831 -1.48
H 0.725 3.524 -1.677 0.64
H -1.300 3.543 -0.615 0.38
H -0.131 3.535 0.675 0.87
H -1.115 1.227 2.502 0.58
H 0.430 1.728 1.825 0.41
H 1.030 -0.461 1.740 0.52
H -0.154 -0.596 0.400 0.29
H -1.568 -0.824 2.697 0.16
H -1.236 -1.974 1.635 0.28
H -3.022 -0.594 -0.141 0.49
H -4.089 1.697 1.337 0.70
H -6.266 0.154 0.725 0.39
H -5.141 -1.115 1.188 0.54
H -4.245 -1.080 3.350 0.29
H -3.745 0.638 3.436 0.17
H -4.992 0.027 4.501 0.36
H -4.851 0.582 -1.276 0.65
H -5.986 2.572 1.246 0.47
H -7.529 4.490 0.915 0.42
H -7.803 5.522 -1.296 0.41
H -6.482 4.656 -3.231 0.42
H -4.982 2.748 -2.915 0.32
H -3.391 0.551 -2.800 0.84
H -1.774 0.234 -2.149 0.23
H -1.280 2.734 -2.961 0.19
H -2.855 2.638 -3.674 0.49
H -1.702 2.137 -5.473 0.58
H -2.082 -0.661 -4.350 0.34
H -1.820 -0.264 -6.030 0.45
H -3.272 0.291 -5.210 0.40
H 0.447 1.560 -5.679 0.56
H 0.464 2.018 -4.008 0.29
H -0.113 -0.760 -3.809 0.33
H 1.062 -0.599 -5.131 0.51
H 1.468 0.123 -2.206 -0.09
H 3.537 1.444 -4.738 0.36
H 3.857 -0.126 -5.556 0.31
H 4.884 0.452 -4.278 0.46
H 3.557 -2.223 -2.741 0.25
H 3.491 -0.953 -1.558 0.26
H 4.903 -1.022 -2.583 0.49
C -2.414 -5.138 2.962 0.05
O -2.285 -4.484 1.937 -0.55
N -1.517 -5.178 3.959 0.17
C -1.724 -5.958 5.164 -0.93
C -0.297 -4.401 3.806 -0.80
H -3.308 -5.753 3.155 0.29
H -1.718 -5.303 6.037 0.33
H -0.929 -6.697 5.271 0.34
H -2.681 -6.474 5.117 0.30
H -0.565 -3.354 3.670 0.25
H 0.240 -4.736 2.917 0.22
H 0.337 -4.515 4.681 0.37
C 3.841 -5.108 -1.093 0.05
O 4.171 -3.956 -0.887 -0.55
N 2.608 -5.602 -0.866 0.19
C 2.268 -6.987 -1.130 -0.94
C 1.591 -4.709 -0.339 -0.90
H 4.543 -5.859 -1.492 0.29
H 1.462 -7.041 -1.864 0.34
H 1.940 -7.473 -0.209 0.33
H 3.134 -7.517 -1.519 0.29
H 1.437 -3.874 -1.025 0.20
H 1.912 -4.304 0.622 0.24
H 0.657 -5.251 -0.211 0.46
C 4.129 1.574 4.104 0.06
O 3.747 1.229 2.997 -0.57
N 5.198 1.067 4.732 0.15
C 5.609 1.516 6.050 -0.92
C 5.971 0.029 4.064 -0.93
H 3.611 2.353 4.688 0.33
H 6.620 1.923 6.006 0.35
H 5.594 0.680 6.750 0.35
H 4.933 2.289 6.410 0.29
H 6.356 0.406 3.117 0.27
H 5.336 -0.831 3.856 0.30
H 6.799 -0.275 4.699 0.38
```

---

ORCA calculation (the ωB97M-V functional and the def2-TZVPD basis) on a structure of composition C5H9CuO6.

The value obtained for the frontier orbital gap (spin up / spin down) is 0.3181 / 0.2299 Ha. The value obtained for the molar mass is 228.67 u. The calculation puts the energy above the lowest of the compared OMol25 structures with the same formula, charge and spin at 0.0 kcal per mole. The total charge is +1. As for the LUMO energy (spin up / spin down): -0.187 / -0.275 hartree. The multiplicity is 2.

```
21
Properties=species:S:1:pos:R:3:mulliken_spin:R:1
H -2.095 -2.222 -0.540 0.00
C -1.360 -1.406 -0.461 0.00
C 0.029 -1.974 -0.237 0.00
O 0.673 -1.961 -1.511 0.00
C 1.986 -2.118 -1.533 0.00
O 2.682 -2.329 -0.568 0.00
O 2.435 -1.783 -2.736 0.00
Cu -2.703 1.245 0.166 0.02
O -1.803 -0.575 0.577 0.02
H -1.413 -0.890 -1.432 0.00
H -0.014 -3.003 0.145 0.00
H 0.596 -1.364 0.480 0.00
H 3.388 -1.626 -2.685 0.00
C -0.057 2.397 1.759 0.02
C -0.133 3.973 1.653 0.12
O 0.858 4.626 1.571 0.15
O -1.241 1.836 1.531 0.60
H 0.405 2.137 2.726 0.01
H -1.164 4.380 1.606 0.03
H 0.669 2.221 0.928 0.05
H -1.092 -0.357 1.365 0.00
```

---

ORCA calculation (the ωB97M-V functional and the def2-TZVPD basis) on a structure of composition C6H18O7PRb.

The value obtained for the frontier orbital gap (spin up / spin down) is 0.2449 / 0.2220 Ha. The value obtained for the molar mass is 318.64 u. The calculation puts the energy above the lowest of the compared OMol25 structures with the same formula, charge and spin at 28.6 kcal per mole. The total charge is -1. As for the LUMO energy (spin up / spin down): 0.067 / 0.067 hartree. The multiplicity is 2.

```
33
Properties=species:S:1:pos:R:3:mulliken_spin:R:1
Rb -7.783 22.302 -14.459 0.00
P -9.641 22.106 -11.853 -0.08
O -8.209 21.495 -11.952 0.00
O -10.699 21.120 -12.262 0.51
O -9.846 23.207 -13.006 0.18
O -9.988 22.697 -10.454 0.38
C -8.281 26.197 -13.753 0.00
C -9.527 26.136 -14.516 0.00
O -9.564 24.735 -14.947 0.00
H -7.501 26.370 -14.495 0.00
H -7.905 25.276 -13.306 0.00
H -8.203 27.108 -13.161 0.00
H -9.537 26.935 -15.257 0.00
H -10.366 26.253 -13.830 0.00
H -9.652 24.218 -14.144 0.00
C -3.813 19.599 -12.719 0.00
C -5.025 20.251 -12.024 0.00
O -6.166 20.197 -12.835 0.00
H -3.047 19.624 -11.944 0.00
H -3.471 20.387 -13.389 0.00
H -3.972 18.620 -13.172 0.00
H -4.758 21.286 -11.810 0.00
H -5.307 19.612 -11.187 0.00
H -6.860 20.554 -12.276 0.00
C -6.022 23.213 -18.092 0.00
C -4.975 23.596 -17.134 0.00
O -5.415 23.150 -15.900 0.00
H -6.085 22.162 -18.374 0.00
H -5.857 23.526 -19.123 0.00
H -7.035 23.510 -17.820 0.00
H -4.739 24.657 -17.051 0.00
H -4.094 23.079 -17.515 0.00
H -4.683 23.068 -15.283 0.00
```

---

Calculated total energy in eV, matching the order above: -127765.6851 -8932.5215 -61233.0202 -62244.9089 -30792.7184